Below is a gas-phase ion, C7H13O (charge -1) in a non-equilibrium geometry, with properties calculated with ωB97M-V/def2-TZVPD.

Structure (XYZ):
```
21
Properties=species:S:1:pos:R:3:forces:R:3:lowdin_charge:R:1
C -0.37837 0.23550 2.44461 -2.9 1.8 -0.8 -0.284
O -0.86324 -1.08097 2.70204 0.0 -1.6 -0.7 -0.138
C -1.35620 0.88248 1.34438 0.6 -2.1 0.0 -0.167
C -0.95437 0.44646 -0.12511 -2.0 0.2 0.4 -0.240
C 0.50230 0.64653 -0.38595 3.2 -1.0 -0.5 -0.242
C 0.63480 0.11846 -2.83651 0.1 -2.2 0.7 -0.113
C 0.85475 -0.31953 -1.53212 1.4 0.1 -0.7 -0.565
C 1.44602 -1.54629 -1.21782 -0.5 -1.3 -0.8 -0.136
H -0.19383 1.00747 3.25726 -1.2 -1.6 0.2 0.124
H 0.56597 0.07858 2.13901 3.2 -0.1 -1.6 0.026
H -2.30095 0.30738 1.63798 0.7 1.6 -0.5 0.111
H -1.38657 1.98149 1.31863 -0.3 -0.3 0.6 0.090
H -1.22277 -0.67060 -0.33268 0.5 1.9 0.4 0.128
H -1.56447 1.07536 -0.87248 0.8 -1.1 1.1 0.119
H 1.21001 0.40681 0.50133 -1.4 0.0 -1.4 0.108
H 0.95782 1.60326 -0.73014 -1.3 0.1 0.3 0.110
H 0.90990 -0.43722 -3.71141 0.3 -1.0 0.0 -0.010
H 0.46620 1.06321 -3.16491 -1.0 3.2 0.0 -0.057
H 1.48816 -2.32171 -2.06711 0.3 1.1 1.5 0.020
H -0.68721 -1.68212 1.86853 -0.2 2.1 2.2 0.143
H 1.87204 -1.79457 -0.23753 -0.4 0.1 -0.3 -0.027
```
Positions in Å, forces in eV/Å.

Output
* frontier orbital gap: 0.1739 Eh
* energy above the lowest of the compared OMol25 structures with the same formula, charge and spin: 57.2 kcal/mol
* E_LUMO: 3.7 eV
* HOMO: -0.985 eV
* net charge: -1